1.
Molecular formula: C47H91Cl17N4O4
Method: DFT, ωB97M-V/def2-TZVPD

Summary:
Lowest unoccupied orbital energy (alpha / beta) in eV: -2.78 / -7.38
Gap between HOMO and LUMO (alpha / beta) in eV: 7.39 / 3.58
HOMO level (alpha / beta) in eV: -10.162 / -10.961

The geometry in ORCA input format:
```
! wB97M-V def2-TZVPD RIJCOSX def2/J DEFGRID3
* xyz 1 6
C -6.04 -0.54 2.73
C -5.86 -1.47 3.93
C -6.33 -2.90 3.54
C -5.78 -3.96 4.54
C -4.28 -3.74 4.96
C -3.98 -2.29 5.58
N -4.43 -1.38 4.50
O -3.95 -0.08 4.72
C -4.52 -2.04 7.01
C -2.43 -2.35 5.66
C -6.94 -1.01 4.99
H -5.33 -0.80 1.94
H -5.81 0.47 3.05
H -7.07 -0.53 2.38
H -7.42 -2.95 3.61
H -5.98 -3.06 2.52
H -5.82 -4.92 4.03
H -6.43 -3.95 5.41
H -3.55 -4.06 4.22
H -4.10 -4.56 5.65
H -5.50 -2.49 7.19
H -3.85 -2.53 7.71
H -4.71 -1.03 7.38
H -1.91 -2.81 4.82
H -2.01 -1.41 6.00
H -2.20 -3.12 6.40
H -7.15 -1.82 5.68
H -7.87 -0.56 4.64
H -6.52 -0.24 5.64
C -2.18 0.70 -1.05
C -1.29 0.43 0.17
C -0.92 -1.09 0.23
C 0.10 -1.55 1.20
C 1.36 -0.74 0.95
C 1.19 0.84 0.79
N 0.00 1.13 -0.01
O -0.07 2.57 -0.19
C 1.09 1.35 2.27
C 2.54 1.37 0.23
C -2.04 0.85 1.38
H -3.12 0.15 -1.07
H -1.61 0.49 -1.95
H -2.47 1.75 -1.01
H -1.81 -1.69 0.41
H -0.58 -1.46 -0.74
H 0.34 -2.61 1.12
H -0.14 -1.46 2.26
H 1.74 -1.15 0.01
H 2.05 -1.08 1.72
H 1.95 0.88 2.74
H 1.19 2.43 2.35
H 0.23 1.00 2.85
H 3.16 0.49 0.04
H 2.37 1.97 -0.66
H 3.08 2.04 0.90
H -2.14 1.94 1.41
H -1.65 0.49 2.33
H -3.05 0.45 1.29
C 5.76 -1.92 -0.26
C 6.77 -2.87 -1.08
C 7.80 -3.58 -0.17
C 7.33 -4.96 0.39
C 6.95 -5.70 -0.91
C 5.78 -5.09 -1.84
N 6.12 -3.69 -2.20
O 5.26 -3.00 -3.06
C 5.91 -6.07 -3.08
C 4.42 -5.22 -1.13
C 7.73 -1.84 -1.74
H 5.36 -2.61 0.47
H 5.10 -1.43 -0.98
H 6.15 -1.07 0.29
H 8.76 -3.73 -0.67
H 7.93 -2.98 0.73
H 6.39 -4.95 0.94
H 8.14 -5.46 0.92
H 6.74 -6.67 -0.47
H 7.79 -5.72 -1.59
H 6.96 -6.03 -3.36
H 5.72 -7.11 -2.84
H 5.16 -5.70 -3.78
H 3.56 -4.96 -1.73
H 4.22 -6.25 -0.81
H 4.34 -4.44 -0.38
H 7.10 -1.07 -2.18
H 8.41 -2.21 -2.51
H 8.19 -1.22 -0.96
C 2.09 5.49 -2.78
C 1.38 5.00 -4.13
C 1.30 3.36 -3.96
C 0.33 2.63 -4.98
C -0.95 3.42 -5.08
C -0.78 4.94 -5.42
N 0.12 5.62 -4.34
O 0.05 7.11 -4.27
C -0.39 5.16 -6.88
C -2.28 5.48 -5.23
C 2.38 5.20 -5.29
H 2.27 6.57 -2.70
H 3.03 4.98 -2.60
H 1.39 5.14 -2.03
H 2.32 2.99 -3.92
H 0.95 3.31 -2.93
H -0.01 1.60 -4.83
H 0.69 2.59 -6.01
H -1.43 3.22 -4.12
H -1.66 2.89 -5.72
H 0.06 6.13 -7.10
H 0.23 4.34 -7.23
H -1.31 5.18 -7.48
H -2.92 5.05 -6.01
H -2.54 5.19 -4.21
H -2.20 6.55 -5.37
H 3.35 4.82 -4.97
H 2.54 6.24 -5.59
H 2.12 4.70 -6.22
Cl -6.66 -1.82 -2.90
C -5.14 -0.99 -3.47
C -3.85 -1.81 -3.63
Cl -3.09 -2.31 -2.13
H -4.90 -0.14 -2.84
H -5.46 -0.61 -4.44
H -3.00 -1.22 -3.99
H -3.97 -2.65 -4.31
Cl 0.91 6.88 6.68
C 2.22 6.29 5.71
C 1.79 6.08 4.20
Cl 0.70 4.72 3.90
H 2.50 5.35 6.19
H 3.08 6.96 5.81
H 2.65 5.93 3.55
H 1.39 7.03 3.86
Cl 0.24 -1.51 -3.66
C 1.63 -0.78 -2.94
C 2.69 -0.36 -4.02
Cl 4.00 0.40 -3.15
H 1.94 -1.51 -2.19
H 1.27 0.07 -2.36
H 2.45 0.38 -4.79
H 3.17 -1.09 -4.67
Cl -4.04 3.55 2.89
C -3.74 5.24 2.47
C -2.60 5.28 1.50
Cl -2.64 6.78 0.55
H -3.31 5.72 3.36
H -4.65 5.71 2.09
H -2.72 4.48 0.77
H -1.60 5.15 1.92
C -6.15 2.90 -0.59
Cl -7.36 2.10 -1.62
Cl -6.91 4.35 0.09
Cl -4.74 3.48 -1.59
H -5.81 2.29 0.24
C -0.73 -6.19 0.42
Cl -0.51 -7.72 1.19
Cl 0.69 -5.78 -0.59
Cl -0.92 -4.93 1.76
H -1.61 -6.02 -0.20
C 3.00 -5.15 3.11
Cl 4.69 -5.44 3.10
Cl 2.74 -3.47 2.56
Cl 2.42 -5.57 4.74
H 2.43 -5.73 2.38
*
```

Löwdin atomic charge list, values in e, 4 entries: -0.0536 -0.4460 -0.1382 -0.1584


2.
Molecular formula: C47H94Br3F3N7O10V
Method: DFT, ωB97M-V/def2-TZVPD

Summary:
Lowest unoccupied orbital energy (alpha / beta) in eV: -7.19 / -8.95
Gap between HOMO and LUMO (alpha / beta) in eV: 4.45 / 3.45
HOMO level (alpha / beta) in eV: -11.638 / -12.406

The geometry in ORCA input format:
```
! wB97M-V def2-TZVPD RIJCOSX def2/J DEFGRID3
* xyz 2 7
O -0.25 -1.34 4.61
V -1.79 -1.04 4.32
C -1.22 0.32 1.10
O 0.16 0.53 1.53
O -1.75 -0.35 2.22
C -1.88 1.67 0.73
F -3.13 1.51 0.37
F -2.00 2.50 1.73
F -1.24 2.18 -0.37
C 1.24 -0.36 1.23
C 2.27 -0.19 2.35
H 1.90 -0.60 3.28
H 3.23 -0.70 2.35
H 2.54 0.85 2.55
H 1.69 -0.07 0.27
H 0.92 -1.38 1.02
H -1.17 -0.30 0.21
C 4.78 1.75 -0.66
Br 3.42 2.31 -1.89
Br 4.86 -0.21 -0.82
Br 4.41 2.42 1.16
H 5.69 2.20 -1.06
C -5.20 -1.47 -1.48
C -5.64 -2.44 -0.36
C -6.98 -1.91 0.27
C -7.71 -2.78 1.26
C -8.06 -4.06 0.51
C -6.85 -4.75 -0.11
N -5.88 -3.79 -0.84
O -4.75 -4.43 -1.54
C -6.09 -5.57 1.00
C -7.59 -5.62 -1.07
C -4.59 -2.41 0.68
H -5.18 -0.48 -1.02
H -5.80 -1.60 -2.38
H -4.22 -1.76 -1.85
H -6.66 -1.05 0.86
H -7.65 -1.71 -0.57
H -8.55 -2.23 1.69
H -7.01 -3.06 2.05
H -8.83 -3.76 -0.20
H -8.49 -4.80 1.19
H -5.88 -5.04 1.93
H -6.77 -6.35 1.33
H -5.20 -6.09 0.63
H -8.09 -5.08 -1.88
H -6.91 -6.34 -1.52
H -8.31 -6.29 -0.62
H -5.02 -2.66 1.65
H -4.12 -1.44 0.80
H -3.76 -3.09 0.51
C -2.64 -0.99 -4.65
C -2.68 0.48 -4.48
C -1.67 0.87 -3.43
C -0.19 0.64 -3.73
C 0.08 1.48 -5.00
C -0.86 1.16 -6.25
N -2.31 1.16 -5.77
O -3.35 0.91 -6.84
C -0.56 2.37 -7.10
C -0.41 -0.19 -6.79
C -4.08 0.97 -3.98
H -1.65 -1.44 -4.73
H -3.27 -1.45 -5.42
H -2.93 -1.47 -3.71
H -1.90 1.90 -3.17
H -1.76 0.37 -2.46
H 0.08 -0.40 -3.88
H 0.47 0.89 -2.89
H 1.10 1.19 -5.22
H -0.04 2.52 -4.68
H -1.31 2.28 -7.89
H -0.57 3.37 -6.66
H 0.45 2.32 -7.50
H -1.12 -0.64 -7.48
H 0.41 -0.02 -7.49
H -0.11 -0.89 -6.01
H -4.25 0.57 -2.98
H -4.83 0.53 -4.64
H -4.35 2.01 -4.13
C -1.61 5.14 -0.55
C -0.73 6.30 -0.16
C 0.68 5.77 0.22
C 1.60 5.53 -1.00
C 1.64 6.69 -1.97
C 0.23 7.21 -2.37
N -0.63 7.35 -1.13
O -1.93 8.05 -1.29
C 0.56 8.52 -3.08
C -0.36 6.29 -3.50
C -1.30 6.80 1.27
H -1.18 4.40 -1.22
H -2.55 5.50 -0.96
H -1.86 4.57 0.34
H 1.16 6.46 0.92
H 0.59 4.87 0.83
H 1.20 4.71 -1.61
H 2.60 5.23 -0.68
H 2.16 6.31 -2.85
H 2.22 7.50 -1.52
H 1.09 9.23 -2.44
H 1.14 8.44 -4.00
H -0.36 8.98 -3.43
H -0.44 5.22 -3.34
H -1.39 6.57 -3.74
H 0.22 6.30 -4.42
H -1.15 6.06 2.06
H -2.36 6.99 1.10
H -0.86 7.76 1.55
C 6.65 -2.33 2.68
C 6.95 -3.52 1.76
C 6.79 -2.86 0.38
C 7.46 -3.67 -0.70
C 8.88 -4.06 -0.20
C 8.93 -4.79 1.17
N 8.25 -4.04 2.17
O 8.25 -4.57 3.57
C 8.48 -6.30 0.99
C 10.43 -4.85 1.55
C 5.83 -4.63 1.83
H 6.68 -2.56 3.75
H 5.62 -1.99 2.54
H 7.29 -1.48 2.49
H 5.76 -2.70 0.06
H 7.34 -1.92 0.41
H 7.60 -3.18 -1.66
H 6.98 -4.63 -0.89
H 9.49 -3.15 -0.24
H 9.14 -4.79 -0.96
H 9.28 -7.02 0.80
H 8.08 -6.68 1.93
H 7.61 -6.40 0.35
H 11.00 -5.38 0.78
H 10.95 -3.89 1.49
H 10.64 -5.37 2.48
H 4.90 -4.07 1.74
H 5.85 -5.28 2.70
H 5.93 -5.33 1.00
O -3.66 0.08 4.46
C -4.66 0.76 4.04
N -4.35 1.85 3.39
C -6.13 0.28 4.33
H -3.37 1.93 3.13
H -4.96 2.28 2.71
H -6.24 -0.65 3.79
H -6.89 0.95 3.92
H -6.43 0.24 5.38
O 3.87 -1.65 5.58
C 3.22 -2.59 5.22
N 2.09 -2.94 5.79
C 3.67 -3.46 4.22
H 1.74 -3.82 5.44
H 1.69 -2.46 6.58
H 3.29 -4.48 4.34
H 4.75 -3.48 4.37
H 3.55 -3.18 3.18
O -0.93 1.14 4.68
C -0.16 2.10 4.76
N 0.60 2.44 3.68
C -0.09 2.86 6.08
H 0.51 1.91 2.82
H 1.20 3.25 3.73
H 0.37 3.84 5.94
H 0.39 2.32 6.89
H -1.13 3.03 6.37
*
```

Löwdin atomic charge list, values in e, 4 entries: -0.2258 1.3180 -0.3063 -0.1506